Record 1
C18H27F2N2O3 | ωB97M-V with the def2-TZVPD basis set

Results
**DFT total energy**: -33647.70611 eV
**Kohn-Sham gap**: 6.97 eV
**Max |F|**: 9.23 eV Å⁻¹
**Charge**: +1

```
52
C18H27F2N2O3, DFT ωB97M-V with the def2-TZVPD basis set
C -2.406 -3.134 0.365
C -1.123 -3.491 1.063
O -0.675 -4.605 1.116
N -0.552 -2.362 1.906
H -0.828 -1.487 1.579
H -0.964 -2.432 2.758
C 0.893 -2.513 2.035
H -2.726 -3.985 -0.300
H -2.209 -2.095 -0.293
H -3.388 -3.084 1.134
H 1.274 -1.781 2.819
H 1.481 -2.190 1.239
H 1.186 -3.354 2.487
C 0.106 0.754 5.081
C -0.808 1.407 4.027
O -0.732 2.598 3.793
N -1.903 0.530 3.446
H -1.615 0.461 2.475
H -1.940 -0.551 3.635
C -3.218 1.144 3.217
H 0.864 0.206 4.559
H -0.511 0.024 5.424
H 0.374 1.604 5.694
H -3.052 1.951 2.311
H -3.757 1.953 4.094
H -3.719 0.319 2.759
O -1.112 0.066 1.052
H -0.734 0.455 0.351
F 4.158 1.516 -4.490
C 3.891 1.184 -3.252
C 2.551 0.821 -2.842
C 2.210 0.774 -1.430
C 3.285 1.043 -0.537
C 4.586 1.311 -0.954
C 4.832 1.632 -2.313
H 1.893 0.641 -3.650
H 1.329 0.478 -1.190
H 3.150 0.623 0.630
H 5.296 1.631 -0.096
H 5.729 2.075 -2.711
F 0.229 1.762 -6.191
C -0.406 1.335 -5.093
C -0.815 0.026 -5.101
C -1.440 -0.503 -3.857
C -1.568 0.297 -2.764
C -0.954 1.606 -2.807
C -0.412 2.164 -3.949
H -0.705 -0.614 -5.857
H -1.964 -1.443 -3.706
H -2.093 -0.087 -1.848
H -0.964 2.051 -1.825
H -0.043 3.253 -3.982
```



Record 2
B14Ca3H56 | ωB97M-V with the def2-TZVPD basis set

Results
**DFT total energy**: -65611.58503 eV
**Kohn-Sham gap**: 1.76 eV
**Max |F|**: 5.44 eV Å⁻¹
**Charge**: -8

```
73
B14Ca3H56, DFT ωB97M-V with the def2-TZVPD basis set
Ca 6.928 11.748 18.196
Ca 7.509 14.294 21.493
Ca 3.461 12.632 21.185
B 9.336 12.807 20.222
H 9.403 13.723 19.656
H 8.851 12.815 21.186
H 8.825 12.173 19.515
H 10.317 12.362 20.291
B 2.420 15.964 18.480
H 1.919 15.544 17.622
H 1.759 15.689 19.288
H 3.409 15.604 18.717
H 2.468 17.041 18.502
B 4.082 9.909 21.454
H 3.729 9.078 20.864
H 4.293 10.730 20.786
H 3.389 10.228 22.217
H 5.036 9.711 21.916
B 7.404 16.170 19.691
H 8.313 15.709 20.043
H 7.374 17.245 19.606
H 7.257 15.831 18.677
H 6.581 15.916 20.342
B 7.161 10.332 20.301
H 7.335 11.371 20.536
H 7.994 10.084 19.661
H 7.160 9.696 21.172
H 6.276 10.118 19.722
B 7.808 12.294 23.504
H 8.728 12.852 23.430
H 7.719 11.957 24.525
H 7.044 12.961 23.136
H 7.963 11.431 22.875
B 5.035 15.873 16.273
H 4.032 15.741 15.898
H 5.234 16.933 16.251
H 5.137 15.522 17.289
H 5.707 15.283 15.670
B 4.807 11.798 16.954
H 3.812 11.719 16.544
H 5.072 12.820 17.174
H 4.844 11.137 17.806
H 5.485 11.482 16.176
B 2.502 12.768 19.015
H 3.256 13.538 19.074
H 1.784 12.912 19.807
H 2.076 12.662 18.029
H 2.947 11.803 19.204
B 6.148 15.298 23.367
H 5.498 15.810 24.060
H 6.979 14.846 23.886
H 5.618 14.599 22.739
H 6.548 16.037 22.689
B 5.693 13.142 20.067
H 5.337 12.343 19.436
H 5.252 14.097 19.824
H 5.502 13.010 21.121
H 6.752 13.313 19.948
B 4.590 12.151 23.656
H 4.733 11.737 24.642
H 3.587 11.915 23.335
H 4.710 13.222 23.597
H 5.319 11.660 23.029
B 2.939 14.901 21.865
H 3.768 14.848 21.176
H 2.948 15.837 22.401
H 2.052 14.786 21.261
H 3.046 14.099 22.579
B 7.844 13.645 16.922
H 8.081 13.351 17.933
H 7.815 12.772 16.287
H 6.889 14.145 16.899
H 8.657 14.254 16.557
```



Record 3
C14H17IN2O2Pb | ωB97M-V with the def2-TZVPD basis set

Results
**DFT total energy**: -35211.75810 eV
**Kohn-Sham gap (alpha / beta)**: 5.35 / 6.74 eV
**Max |F|**: 3.90 eV Å⁻¹

```
37
C14H17IN2O2Pb, DFT ωB97M-V with the def2-TZVPD basis set
C 2.671 -2.845 -1.703
C -1.078 -2.579 -1.168
H 3.104 -2.377 -2.609
H 1.846 -3.576 -1.978
H 3.338 -3.425 -1.052
H -1.604 -2.433 -2.127
H -0.581 -3.576 -1.266
H -1.789 -2.637 -0.375
C 2.507 1.637 -0.409
C 2.955 2.904 0.059
C 1.985 3.883 0.298
C 0.652 3.570 0.044
H 3.218 0.813 -0.473
H 4.013 3.059 0.233
H 2.274 4.872 0.671
H -0.134 4.283 0.294
N 1.236 1.375 -0.743
C 0.299 2.312 -0.481
C -1.116 1.932 -0.697
N -1.403 0.640 -0.929
C -2.666 0.219 -0.969
C -3.490 2.471 -0.668
C -3.764 1.107 -0.850
H -2.844 -0.851 -1.108
H -4.768 0.705 -0.911
C -2.155 2.876 -0.594
H -1.897 3.915 -0.474
H -4.301 3.194 -0.589
Pb 0.909 -1.735 -1.037
I 2.677 -1.996 1.700
C -1.269 -2.271 3.108
O -1.024 -2.449 1.698
C -0.494 -1.430 1.038
O -0.440 -0.307 1.465
H -0.330 -1.947 3.567
H -1.589 -3.249 3.475
H -2.063 -1.521 3.202
```